1.
This record from the Open Molecules 2025 dataset describes one molecule with the formula C5H5N. The level of theory is ωB97M-V/def2-TZVPD.

Properties
**ΔE to the lowest compared entry with this formula, charge and spin**: 301.7 kJ/mol
**Maximum force**: 2.21 eV/Å
**Molar mass**: 79.1 g mol⁻¹
**LUMO level**: 0.8 eV
**Orbital gap**: 11.3 eV

Last column: Löwdin charge in e.
CARTESIAN COORDINATES (ANGSTROEM)
N1 0.5343 -1.3715 -1.6660  -0.08
H1 -0.7513 -1.1192 0.7965  0.12
H2 -0.8820 0.1692 -1.3658  0.13
C1 0.0350 -0.4012 0.5357  -0.20
H3 0.8557 0.4969 -1.2679  0.11
C2 -0.2010 0.8797 1.2085  -0.15
C3 0.0826 -0.1992 -0.9846  -0.24
C4 0.3129 -2.4619 -2.0449  0.03
H4 0.9856 -0.8352 0.8650  0.12
C5 -0.3987 1.9494 1.7261  0.11
H5 -0.5730 2.8930 2.1974  0.03

***

2.
This record from the Open Molecules 2025 dataset describes a 2-piece molecular cluster, C2H4OS overall. The level of theory is ωB97M-V/def2-TZVPD.

Properties
**ΔE to the lowest compared entry with this formula, charge and spin**: 423.4 kJ/mol
**Maximum force**: 2.79 eV/Å
**Molar mass**: 76.1 g mol⁻¹
**LUMO level**: 0.1 eV
**Orbital gap**: 8.7 eV

Last column: Löwdin charge in e.
CARTESIAN COORDINATES (ANGSTROEM)
S1 -0.7775 0.7441 -0.4597  0.77
C1 0.6749 -1.3327 1.1453  -0.20
H1 0.3647 1.3712 -2.1729  -0.09
C2 -0.5068 1.7688 -1.6795  -0.45
H2 0.6908 -0.2978 1.5250  0.05
H3 -1.9441 1.4711 -0.2010  -0.09
O1 0.7730 -1.5149 -0.0349  -0.09
H4 0.7249 -2.2098 1.8777  0.10

***

3.
This record from the Open Molecules 2025 dataset describes a 2-piece molecular cluster, C7H11FNO overall. The level of theory is ωB97M-V/def2-TZVPD.

Properties
**Total charge**: +1
**ΔE to the lowest compared entry with this formula, charge and spin**: 629.2 kJ/mol
**Maximum force**: 5.53 eV/Å
**Molar mass**: 144.2 g mol⁻¹
**LUMO level**: -5.8 eV
**Orbital gap**: 8.0 eV

Last column: Löwdin charge in e.
CARTESIAN COORDINATES (ANGSTROEM)
C1 -0.5392 0.8164 1.5101  0.07
H1 2.2920 1.7563 0.7477  0.16
H2 1.4187 -1.2057 1.1491  0.09
H3 0.9002 -2.7552 -1.6462  0.05
C2 2.3899 -0.6222 0.7766  -0.05
F1 2.5396 0.9285 -1.2183  -0.09
H4 0.1219 0.9107 2.4882  0.16
H5 -2.8138 0.3846 -2.2426  0.12
H6 2.8439 -1.2344 -0.1113  0.10
C3 0.2584 0.7679 0.0720  -0.03
H7 3.0913 -0.4992 1.7052  0.10
C4 1.9154 0.8418 0.1220  -0.24
O1 -0.0303 -2.5910 -1.4317  -0.06
H8 -0.1448 -1.6431 -1.5971  -0.03
C5 -2.2030 0.5118 -1.2502  0.05
H9 -2.5109 0.7206 2.5134  0.17
N1 -2.0584 0.7083 1.5510  0.02
C6 -2.8975 0.5603 0.2706  0.06
H10 -4.0583 0.4889 0.4078  0.14
C7 -0.5415 0.6084 -1.3877  0.06
H11 0.0264 0.5463 -2.4286  0.14

***

4.
This record from the Open Molecules 2025 dataset describes a 2-piece molecular cluster, C12H27N5O4 overall. The level of theory is ωB97M-V/def2-TZVPD.

Properties
**ΔE to the lowest compared entry with this formula, charge and spin**: 232.5 kJ/mol
**Maximum force**: 7.18 eV/Å
**Molar mass**: 305.4 g mol⁻¹
**SMILES**: [H]/N=C(/N)NCCC[C@H](N)C(=O)O.CC[C@H](C)[C@H](N)C(=O)O
**LUMO level**: 0.2 eV
**Orbital gap**: 9.5 eV

Last column: Löwdin charge in e.
CARTESIAN COORDINATES (ANGSTROEM)
O1 0.3075 -0.7986 -2.5260  0.12
H1 -4.1188 -1.6821 4.4687  0.07
C1 1.2674 0.1750 -2.6788  -0.46
H2 -1.6509 2.7358 -3.7094  0.08
H3 -2.4965 -1.8259 2.6192  0.15
C2 0.2555 -1.8820 1.7033  -0.21
N1 1.5886 -1.3616 1.3839  0.02
H4 1.5873 -0.4280 1.0985  0.08
H5 -1.4734 -0.9103 5.3758  0.17
C3 -0.4340 -0.8987 2.6725  -0.16
H6 -0.0261 3.3572 -2.3953  0.12
H7 -0.2035 1.3316 -5.5028  0.09
O2 -1.9951 1.4737 4.1017  0.08
H8 -0.6327 0.0349 -4.4020  0.04
H9 2.2828 1.7732 -0.4206  0.04
H10 3.4813 -3.8734 0.6580  0.12
C4 -2.7378 0.3145 4.1116  -0.50
H11 0.2491 -0.6777 3.4311  0.09
H12 2.9143 2.0453 -1.8366  0.05
H13 1.5170 2.3784 -4.8146  0.05
C5 0.3319 2.5329 -2.9882  -0.28
O3 2.3075 -0.0182 -3.2586  0.12
C6 1.2432 3.1148 -4.1238  -0.02
N2 2.9209 -1.8635 -0.5674  0.13
N3 -3.3237 -1.9062 4.9963  0.11
H14 2.5170 -0.9602 -0.9250  0.03
H15 0.7123 3.9169 -4.6062  0.08
C7 0.9609 1.5312 -1.9666  -0.25
H16 -0.3019 -2.0991 0.7771  0.13
H17 -1.0830 1.3014 4.5104  0.14
C8 -0.9066 1.0146 -4.6927  -0.08
H18 0.3854 -2.8222 2.1843  0.09
H19 -3.5367 -1.8034 5.8642  0.00
N4 2.6494 -3.4249 1.1313  0.10
H20 -1.2669 -2.6776 3.6205  0.12
H21 2.1205 3.5256 -3.7739  0.05
H22 2.7601 -3.4064 2.1234  0.08
N5 2.1161 2.1828 -1.2928  0.10
H23 -1.4928 1.4099 -2.7065  0.10
O4 -3.7861 0.4308 3.5596  0.13
H24 -0.6725 0.0179 2.1287  0.12
H25 0.2813 1.2778 -1.1757  0.13
H26 -1.8541 0.8858 -5.1480  0.06
C9 -1.6211 -1.6782 3.3218  -0.15
C10 -2.2287 -1.0263 4.5543  -0.32
C11 2.3825 -2.1854 0.5511  -0.56
C12 -1.0133 1.9626 -3.5047  -0.20
H27 -0.2840 -0.5148 -1.9311  0.03

***

5.
This record from the Open Molecules 2025 dataset describes C17H25N4OPtSSi as an isolated structure. The level of theory is ωB97M-V/def2-TZVPD.

Properties
**Total charge**: +1
**ΔE to the lowest compared entry with this formula, charge and spin**: 86.0 kJ/mol
**Maximum force**: 0.48 eV/Å
**Molar mass**: 556.6 g mol⁻¹
**LUMO level**: -3.5 eV
**Orbital gap**: 7.6 eV

Last column: Löwdin charge in e.
CARTESIAN COORDINATES (ANGSTROEM)
H1 4.4063 -2.0569 -0.5894  0.13
C1 -0.5220 3.3524 2.1599  -0.12
N1 3.2305 0.7904 -1.2488  0.06
H2 5.4728 -0.7814 0.0207  0.13
N2 3.4445 -0.5145 0.4852  -0.12
Si1 0.2833 -2.2323 -1.0529  0.26
C2 -2.5652 2.5854 1.3816  -0.19
C3 -4.1855 -0.1529 -1.3439  -0.01
H3 3.4798 -2.1396 1.7670  0.09
N3 -1.2152 2.5193 1.3735  -0.10
H4 -2.1150 -0.7700 -1.4166  0.07
C4 1.3074 -2.2125 -2.6230  -0.15
H5 -5.2351 2.3413 0.6635  0.12
H6 -1.1319 -4.0212 -1.8988  0.04
C5 2.8129 0.5261 -0.0159  -0.72
H7 2.9578 1.6318 -1.7253  0.15
H8 -0.5283 4.9475 3.5724  0.12
C6 -2.8528 -0.1254 -0.9758  -0.08
H9 5.1454 0.3608 -2.0394  0.13
H10 -2.0282 -3.1417 -0.6654  0.04
C7 -4.5771 1.6177 0.2063  0.02
C8 -5.0661 0.7159 -0.7262  -0.02
H11 2.3393 -1.9183 -2.4154  -0.01
C9 1.0377 -3.4438 0.1603  -0.15
C10 -2.5150 4.3869 2.9517  -0.02
N4 -2.3952 0.6973 -0.0358  -0.06
H12 0.5528 3.2512 2.1319  0.04
O1 0.2884 -0.7607 -0.3646  -0.57
C11 -3.2303 1.5997 0.5187  -0.19
H13 -4.5138 -0.8484 -2.1026  0.12
S1 1.7552 1.5791 0.8633  0.65
H14 1.1795 -4.4279 -0.2935  0.04
H15 0.9004 -1.5177 -3.3619  0.04
H16 -4.3156 3.5499 2.1487  0.12
H17 0.3859 -3.5702 1.0279  0.04
C12 -1.1344 4.2983 2.9577  -0.02
H18 -6.1162 0.7150 -0.9838  0.12
H19 2.0084 -3.1072 0.5222  -0.01
C13 -1.3639 -3.0199 -1.5247  -0.18
H20 2.1813 -0.9698 2.0687  0.08
H21 -1.9207 -2.5280 -2.3227  0.02
H22 1.3383 -3.2039 -3.0808  0.04
C14 -3.2366 3.5150 2.1562  0.02
H23 3.8652 -0.7656 -2.5155  0.10
H24 3.8591 -0.5912 2.5450  0.10
H25 -3.0255 5.1186 3.5624  0.12
C15 4.2510 -0.1562 -1.6997  -0.10
C16 4.4962 -0.9846 -0.4232  -0.07
Pt1 -0.4184 0.9443 0.3987  0.96
C17 3.2284 -1.0822 1.8025  -0.03

***

6.
This record from the Open Molecules 2025 dataset describes a 7-piece molecular cluster, C36H66BF4N12 overall. The level of theory is ωB97M-V/def2-TZVPD.

Properties
**Total charge**: +5
**ΔE to the lowest compared entry with this formula, charge and spin**: 20.3 kJ/mol
**Maximum force**: 1.99 eV/Å
**Molar mass**: 753.8 g mol⁻¹
**LUMO level**: -10.2 eV
**Orbital gap**: 9.8 eV

Last column: Löwdin charge in e.
CARTESIAN COORDINATES (ANGSTROEM)
F1 0.4899 -1.0621 0.0266  0.08
C1 -4.2882 0.8966 2.4315  -0.06
C2 0.1438 -5.9371 -0.6656  0.00
H1 7.5675 2.5773 2.4734  0.13
H2 0.5355 4.2762 3.1720  0.13
C3 -2.8743 2.6544 -2.5891  0.02
H3 -0.1146 2.0776 -2.7284  0.12
H4 7.1717 2.5862 4.1604  0.14
H5 -3.2279 2.7073 2.7643  0.13
C4 -1.5281 0.7333 -6.9641  -0.12
F2 1.0330 0.3881 -1.6769  0.14
H6 -0.5310 0.6500 -7.3895  0.13
N1 0.0012 -5.1505 0.4135  -0.07
N2 -2.0772 1.1866 3.4533  -0.04
H7 2.4199 5.2598 -1.4205  0.14
N3 -2.0655 2.0863 -3.6601  -0.08
H8 4.0533 -0.3776 0.3146  0.12
H9 -2.5336 -0.9662 -7.9532  0.10
H10 1.0076 3.4738 0.4624  0.12
H11 1.7813 -5.4155 -3.8437  0.09
H12 -2.7734 -6.6895 -1.7239  0.08
H13 2.9174 2.7742 -1.2656  0.06
H14 -4.3056 -5.2258 -3.3689  0.15
H15 1.1100 -5.8853 2.0016  0.12
H16 -2.6325 2.2650 -1.6061  0.08
C5 3.4985 1.4930 3.0290  -0.02
C6 6.7659 4.4631 3.0045  -0.06
F3 0.5435 1.1948 0.3745  0.05
C7 1.1175 -6.2713 -3.7088  -0.05
F4 -1.1651 0.3512 -0.8771  0.09
H17 3.9669 5.5440 -0.7560  0.13
C8 -2.5061 1.7504 -4.8710  -0.01
B1 0.2108 0.1926 -0.5879  -1.28
H18 4.3768 3.1430 -0.3480  0.06
C9 -3.0087 1.6941 2.4223  -0.14
C10 -0.3714 1.2365 -4.7692  0.03
N4 -1.4963 1.2217 -5.5548  -0.05
H19 -3.2331 -3.8509 0.4763  0.16
C11 -0.9646 0.8531 5.2900  -0.01
H20 -5.5072 -0.0723 0.1138  0.06
C12 -3.9888 -1.3984 -0.7338  -0.16
N5 -0.6734 -0.1670 4.4198  -0.08
H21 0.5748 0.9168 -5.1695  0.14
H22 6.1139 1.2040 1.1501  0.18
C13 3.3499 0.2589 0.8431  0.04
C14 -3.4552 -6.3211 -0.9622  0.05
H23 6.4444 4.8341 2.0274  0.07
H24 3.4695 5.9132 4.3654  0.10
C15 1.5555 4.0942 1.1537  -0.02
H25 -0.5877 -3.0805 0.5897  0.11
C16 -4.2542 -3.1859 -2.5218  0.01
H26 7.7813 4.8632 3.0482  0.10
H27 -0.5186 0.8986 6.2713  0.15
H28 0.2037 -7.0145 -0.6560  0.18
C17 -0.2547 -3.8979 -1.4084  0.00
C18 -1.9587 1.6009 4.7713  0.03
H29 2.4699 1.2851 3.2680  0.12
H30 -3.1563 -0.5484 -6.4097  0.07
H31 -2.5256 1.7377 1.4487  0.12
N6 -3.9442 -2.7643 -1.2603  -0.05
H32 3.8585 6.3212 1.7229  0.18
H33 -0.9007 -6.6473 -2.9744  0.11
H34 -1.6199 -1.4464 -6.5561  0.08
C19 4.3912 2.3363 3.6262  0.01
H35 -5.0516 1.2323 1.7295  0.08
C20 0.0822 -5.5741 1.8289  0.05
H36 -0.1083 -4.7111 2.4597  0.09
H37 2.5692 -0.3107 1.3388  0.09
C21 -0.1923 -5.8294 -3.1253  -0.17
H38 -0.0159 -2.0814 4.0374  0.09
C22 5.3393 1.4195 1.8699  -0.01
H39 -2.5704 2.4290 5.0907  0.15
N7 4.0640 1.0419 1.8591  -0.07
C23 0.1846 -1.3045 4.7690  0.04
C24 3.1282 4.8480 -0.7036  -0.14
C25 -0.7305 1.7822 -3.5537  0.00
H40 -4.8363 0.9548 3.3729  0.10
H41 -2.7770 3.7377 -2.6395  0.11
C26 -1.3462 0.0710 3.2832  0.00
H42 -0.7678 -5.1575 -3.7627  0.13
H43 -0.0777 -1.6384 5.7698  0.12
C27 1.2446 4.5267 2.4044  0.02
H44 2.3158 7.1432 3.8994  0.12
H45 0.9546 -6.7290 -4.6842  0.10
C28 -5.3628 -1.1280 -0.0945  -0.04
H46 -4.4998 -2.4800 -3.2976  0.15
N8 -0.0479 -5.2021 -1.7810  -0.03
C29 -3.5683 -3.8310 -0.5446  -0.02
C30 3.0232 5.6428 1.6467  0.01
C31 -2.2186 -0.6333 -6.9635  -0.06
N9 -3.8154 -4.9308 -1.2858  -0.07
H47 1.6773 -6.9922 -3.1130  0.09
H48 1.2292 -1.0001 4.7584  0.10
N10 2.2885 5.3829 2.7345  -0.09
H49 -3.1362 -1.1881 -0.0909  0.10
C32 -0.3020 -3.8951 -0.0492  -0.05
H50 -2.9425 -6.3748 -0.0050  0.10
C33 6.8431 2.9588 3.1933  -0.13
H51 -4.3694 -6.9085 -0.9294  0.12
H52 -0.6200 -6.3740 2.0429  0.11
H53 1.7227 5.7735 4.7681  0.11
N11 2.5922 4.8402 0.6621  -0.03
H54 -5.5096 -1.6688 0.8392  0.09
H55 -3.9184 2.4064 -2.7807  0.10
H56 -6.1286 -1.4093 -0.8164  0.10
H57 -1.4128 -0.5710 2.4225  0.16
H58 -3.5448 1.6823 -5.1517  0.18
H59 -3.8394 -0.7565 -1.6027  0.12
H60 4.2899 3.6455 -2.0565  0.10
H61 -4.0847 -0.1455 2.1788  0.06
H62 4.2893 3.0203 4.4514  0.14
N12 5.5645 2.2590 2.8949  -0.03
H63 -0.4294 -3.0873 -2.0945  0.15
H64 2.8414 0.9455 0.1734  0.07
C34 -4.2044 -4.5443 -2.5408  0.01
C35 3.7208 3.5027 -1.1427  -0.04
H65 6.1789 5.0218 3.7352  0.07
H66 -2.0466 1.5037 -7.5299  0.14
C36 2.4497 6.0668 4.0166  0.03